Record 1
The following is a DFT calculation (wB97M-V/def2-TZVPD) of a structure of composition C44H45FN9O12S2Ti in a non-equilibrium geometry.

Computed properties:
multiplicity = 2
ΔE to the lowest compared entry with this formula, charge and spin = 0.00 kcal per mole
charge = 0
LUMO (spin up / spin down) = -1.27 / -1.27 eV
total energy = -131836.603 eV

Each line ends with the Löwdin charge.
Element x y z (Å)
Ti -0.284 -2.895 -0.425  1.18
C 1.843 -3.594 1.414  -0.22
C 1.209 -4.683 0.798  -0.22
C -0.193 -4.602 1.054  -0.31
C -0.406 -3.433 1.842  -0.31
C 0.855 -2.817 2.042  -0.21
C 1.115 -1.559 2.796  -0.02
C -1.686 -3.125 2.556  -0.02
C -1.197 -5.707 0.862  -0.01
C 1.856 -5.715 -0.065  -0.01
C 3.273 -3.193 1.271  -0.01
H 1.681 -0.850 2.185  0.06
H 1.707 -1.771 3.692  0.10
H 0.188 -1.087 3.117  0.07
H -2.543 -3.483 1.987  0.08
H -1.814 -2.051 2.720  0.07
H -1.708 -3.607 3.538  0.09
H -1.975 -5.452 0.142  0.08
H -1.678 -5.948 1.813  0.09
H -0.710 -6.611 0.498  0.08
H 1.119 -6.211 -0.695  0.08
H 2.351 -6.479 0.541  0.09
H 2.617 -5.272 -0.712  0.08
H 3.347 -2.215 0.786  0.08
H 3.828 -3.904 0.661  0.08
H 3.768 -3.127 2.244  0.09
F 0.700 2.892 2.952  0.09
C -0.394 2.586 2.237  -0.18
C -0.525 1.310 1.785  0.06
C -1.633 0.962 1.017  -0.04
C -1.668 -0.348 0.395  -0.26
O -0.622 -1.022 0.389  -0.06
C -2.875 -0.722 -0.248  -0.01
C -3.866 0.207 -0.349  0.06
N -3.792 1.473 0.124  0.02
C -4.855 2.411 -0.146  -0.27
C -5.705 2.890 0.995  -0.09
C -6.272 1.949 -0.028  -0.08
C -2.645 1.895 0.795  -0.10
C -2.462 3.221 1.217  0.07
C -1.313 3.591 1.902  -0.13
N -1.066 4.957 2.191  -0.08
C -0.194 5.335 3.309  -0.14
C -0.287 6.860 3.470  -0.07
N -1.529 7.327 2.764  0.04
C -1.361 7.186 1.277  -0.07
C -0.765 5.792 1.026  -0.13
C -3.104 -2.096 -0.839  -0.56
O -4.048 -2.265 -1.585  0.08
O -2.261 -3.016 -0.466  -0.11
H 0.261 0.592 1.965  0.08
H -4.767 -0.052 -0.889  0.15
H -4.620 3.118 -0.932  0.16
H -6.027 3.922 0.988  0.10
H -5.483 2.479 1.970  0.11
H -6.977 2.328 -0.753  0.11
H -6.446 0.930 0.285  0.11
H -3.217 3.968 1.015  0.12
H 0.853 5.098 3.136  0.09
H -0.534 4.826 4.210  0.14
H 0.553 7.365 2.993  0.13
H -0.343 7.166 4.512  0.13
H -1.785 8.277 3.021  0.18
H -2.280 6.687 3.035  0.18
H -0.699 7.984 0.948  0.14
H -2.344 7.320 0.828  0.13
H 0.318 5.855 0.872  0.07
H -1.201 5.355 0.131  0.14
C 1.222 0.342 -4.720  0.01
N 0.265 -0.459 -3.975  -0.10
C -0.761 -1.227 -4.486  -0.03
C -1.298 -1.887 -3.427  -0.09
N -0.615 -1.538 -2.279  0.02
C 0.316 -0.680 -2.657  -0.14
H 0.707 0.888 -5.508  0.09
H 1.989 -0.297 -5.156  0.10
H 1.692 1.046 -4.038  0.10
H -1.004 -1.233 -5.534  0.12
H -2.127 -2.576 -3.400  0.12
H 1.045 -0.209 -2.015  0.05
O 1.856 5.664 1.520  -0.38
S 2.982 4.997 0.859  0.66
O 3.893 5.866 0.170  -0.29
N 2.437 3.791 -0.066  -0.12
C 2.762 2.600 0.423  -0.84
S 2.195 1.143 -0.171  0.72
C 3.624 2.678 1.658  -0.24
C 4.166 1.651 2.410  -0.02
C 4.898 1.978 3.543  -0.06
C 5.085 3.307 3.922  -0.08
C 4.543 4.339 3.167  -0.04
C 3.824 3.989 2.041  -0.23
H 4.016 0.624 2.102  0.10
H 5.338 1.190 4.141  0.11
H 5.665 3.535 4.807  0.10
H 4.688 5.376 3.442  0.12
O 3.194 -4.054 -6.880  0.07
N 2.221 -4.756 -6.682  -0.36
O 1.760 -5.537 -7.492  0.07
C 1.569 -4.662 -5.374  -0.14
C 0.430 -5.399 -5.142  0.07
C -0.166 -5.301 -3.898  -0.05
C 0.301 -4.455 -2.869  -0.24
O -0.348 -4.322 -1.764  -0.13
C 1.493 -3.719 -3.177  -0.09
C 2.116 -3.832 -4.410  0.08
N 2.075 -2.841 -2.256  -0.29
O 3.105 -2.189 -2.524  0.01
O 1.511 -2.653 -1.064  -0.19
N -1.360 -6.128 -3.683  -0.34
O -1.570 -6.563 -2.572  0.10
O -2.040 -6.377 -4.665  0.07
H 0.010 -6.040 -5.900  0.13
H 3.014 -3.267 -4.603  0.13

Record 2
The following is a DFT calculation (wB97M-V/def2-TZVPD) of a cluster of 2 separate species, H3N2OP in total in a non-equilibrium geometry.

Computed properties:
ΔE to the lowest compared entry with this formula, charge and spin = 67.14 kcal per mole
charge = 0
LUMO (spin up / spin down) = -0.22 / -0.95 eV
total energy = -14361.657 eV

Each line ends with the Löwdin charge.
Element x y z (Å)
N -0.766 -0.578 -0.204  -0.08
N -0.581 0.508 -1.088  -0.07
O 1.719 -0.198 2.199  -0.66
P 1.756 -1.224 1.156  0.69
H -0.752 1.486 -0.844  0.09
H -0.920 0.206 -1.971  0.05
H -0.457 -0.200 0.751  -0.03

Which of these has the lowest ΔE to the lowest compared entry with this formula, charge and spin? C44H45FN9O12S2Ti